# 1
15
Properties=species:S:1:pos:R:3 method="wB97M-V/def2-TZVPD" charge=0 lumo_ha="-0.0327 / -0.0327" orbital_gap_ev="7.236 / 7.237" de_lowest_kj_mol=183.4 homo_energy_ha="-0.299 / -0.299" energy_ha=-454.0643
C -0.85 1.30 -0.12
C -1.45 0.05 -0.23
C 0.53 1.24 0.23
C 0.95 -0.22 0.11
C -0.56 -2.14 0.37
N -0.34 -0.91 0.11
N 1.39 2.11 0.57
O -2.54 -0.40 -0.48
O 1.64 -0.52 -1.07
H 1.02 3.05 0.62
H -1.40 2.21 -0.22
H 1.36 0.08 -1.77
H 1.58 -0.57 0.94
H -1.58 -2.49 0.29
H 0.25 -2.80 0.65


# 2
15
Properties=species:S:1:pos:R:3 method="wB97M-V/def2-TZVPD" charge=0 lumo_ha=0.0139 orbital_gap_ev=10.091 de_lowest_kj_mol=707.9 homo_energy_ha=-0.357 smiles="C=C[C@H]1C=NOC=NO1" energy_ha=-453.8646
C -1.98 0.06 -0.68
C -0.87 0.94 -0.52
C -0.16 0.69 0.81
C -0.12 -0.79 1.28
N 0.77 -1.72 0.89
O 1.46 -1.47 -0.36
C 1.98 -0.32 -0.94
N 1.86 0.81 -0.60
O 1.22 0.90 0.78
H -2.54 0.28 -1.57
H -2.19 -0.82 -0.12
H -0.85 1.93 -0.92
H -0.58 1.23 1.62
H -0.67 -1.26 2.07
H 2.65 -0.46 -1.73


# 3
16
Properties=species:S:1:pos:R:3 method="wB97M-V/def2-TZVPD" charge=0 lumo_ha=0.0124 orbital_gap_ev=9.147 de_lowest_kj_mol=168.3 homo_energy_ha=-0.324 smiles="Cc1nsc(N)c1C(=O)O" energy_ha=-852.2886
C -0.24 2.46 -0.07
C 0.67 1.22 -0.11
N 1.91 1.33 0.12
S 2.68 -0.26 0.08
C 1.16 -1.12 -0.04
N 1.05 -2.45 0.00
C 0.15 -0.12 -0.14
C -1.22 -0.43 0.10
O -2.12 0.39 0.27
O -1.62 -1.71 -0.09
H 0.30 3.46 -0.45
H -1.29 2.25 -0.73
H -0.72 2.50 0.91
H -0.01 -2.69 -0.20
H 1.82 -3.11 0.34
H -2.52 -1.70 0.00


# 4
17
Properties=species:S:1:pos:R:3 method="wB97M-V/def2-TZVPD" charge=0 lumo_ha=-0.0064 orbital_gap_ev=8.753 de_lowest_kj_mol=392.4 homo_energy_ha=-0.328 energy_ha=-1250.3300
C -2.08 1.26 -1.72
C -1.16 2.07 -1.20
C -2.31 -0.71 -0.35
C 2.96 -0.83 1.80
C 2.37 -0.96 0.64
N -2.58 0.10 -1.23
N -2.43 -1.41 0.62
O 0.66 0.91 0.51
O 0.39 -1.28 -0.98
S -0.79 1.78 0.52
S 0.59 -0.82 0.41
H -2.37 1.57 -2.63
H -0.73 2.82 -1.73
H 4.11 -0.94 1.83
H 2.36 -0.43 2.71
H 2.77 -1.16 -0.25
H -1.76 -1.97 1.05


# 5
17
Properties=species:S:1:pos:R:3 method="wB97M-V/def2-TZVPD" charge=0 lumo_ha="-0.1093 / -0.1637" orbital_gap_ev="6.075 / 3.260" de_lowest_kj_mol=459.8 homo_energy_ha="-0.333 / -0.283" energy_ha=-927.4082
C 2.26 -0.78 0.05
C -0.31 -1.09 0.10
C -1.66 0.94 0.08
C 2.27 0.67 0.36
C -2.85 0.00 -0.36
N 1.04 -1.42 0.01
N -0.57 0.25 0.26
O 3.27 -1.41 -0.07
O -1.08 -1.96 -0.05
O -1.88 2.13 0.06
S 3.46 1.80 -0.14
H 1.24 1.01 0.55
H -2.47 -0.86 -0.85
H -3.60 0.47 -0.81
H -3.18 -0.29 0.69
H 1.16 -2.42 -0.13
H 2.91 2.95 0.25


# 6
17
Properties=species:S:1:pos:R:3 method="wB97M-V/def2-TZVPD" charge=0 lumo_ha=0.0191 orbital_gap_ev=10.649 de_lowest_kj_mol=228.8 homo_energy_ha=-0.372 smiles="COC(=O)N(C#N)C(=O)OC" energy_ha=-604.5360
C -2.87 1.16 -0.60
O -1.98 0.11 -0.40
C -1.64 -0.36 0.73
O -2.07 -0.56 1.78
N -0.04 -1.02 0.42
C 0.22 -2.20 0.96
N 0.17 -3.27 1.31
C 0.92 -0.11 0.06
O 0.72 1.05 -0.30
O 2.13 -0.68 0.09
C 3.23 0.16 -0.48
H -3.63 1.29 0.19
H -3.33 1.21 -1.60
H -2.28 2.15 -0.44
H 4.27 -0.03 -0.01
H 2.91 1.16 -0.20
H 3.28 -0.08 -1.51


# 7
18
Properties=species:S:1:pos:R:3 method="wB97M-V/def2-TZVPD" charge=0 lumo_ha=-0.0412 orbital_gap_ev=9.135 de_lowest_kj_mol=756.0 homo_energy_ha=-0.377 smiles="CC(=O)[N+](=O)[O-].CC(=O)C#[N+][O-]" energy_ha=-679.5866
C -2.48 -0.52 -0.18
C -1.28 0.41 -0.24
O -1.04 1.29 0.53
N -0.36 0.24 -1.54
O -0.74 -0.56 -2.36
O 0.43 1.11 -1.65
H -2.48 -1.20 -0.95
H -2.58 -0.69 0.98
H -3.35 0.08 -0.35
C 2.14 0.82 1.00
C 2.17 -0.30 -0.01
O 3.07 -0.64 -0.73
C 0.99 -1.14 -0.17
N 0.71 -2.26 -0.04
O 0.35 -3.38 0.15
H 1.43 1.52 0.67
H 1.94 0.45 2.10
H 3.22 1.18 1.04


# 8
15
Properties=species:S:1:pos:R:3 method="wB97M-V/def2-TZVPD" charge=0 lumo_ha=0.0037 orbital_gap_ev=10.631 de_lowest_kj_mol=279.0 homo_energy_ha=-0.387 smiles=CCOC(S)(C#N)C#N energy_ha=-776.9618
C 1.89 0.16 -0.66
C 0.64 1.04 -0.89
O -0.19 1.05 0.31
C -1.04 -0.10 0.55
S -2.38 -0.15 -0.73
C -1.66 0.16 1.90
N -2.23 0.43 2.85
C -0.33 -1.39 0.59
N 0.06 -2.46 0.63
H 2.64 0.29 -1.38
H 2.37 0.20 0.37
H 1.90 -0.95 -0.87
H 0.28 0.77 -1.79
H 1.05 2.11 -0.76
H -3.00 -1.17 -0.13


# 9
15
Properties=species:S:1:pos:R:3 method="wB97M-V/def2-TZVPD" charge=0 lumo_ha="0.0252 / -0.0572" orbital_gap_ev="7.541 / 6.715" de_lowest_kj_mol=375.8 s_squared=2.024 homo_energy_ha="-0.252 / -0.304" multiplicity=3 energy_ha=-776.7585
C -1.43 -1.61 -1.10
C -0.48 1.64 0.13
C -2.07 -1.88 -0.15
C -0.43 0.38 0.17
C 2.49 0.38 -0.01
N 0.09 -0.66 0.65
N -0.60 2.83 0.01
O -2.55 -1.95 1.02
S 1.66 -1.05 0.86
H -1.15 -1.32 -2.13
H 3.20 -0.07 -0.66
H 2.88 1.13 0.69
H 1.60 0.81 -0.71
H -1.37 3.37 -0.40
H -1.83 -2.02 1.64


# 10
19
Properties=species:S:1:pos:R:3 method="wB97M-V/def2-TZVPD" charge=+1 lumo_ha=-0.2839 orbital_gap_ev=7.108 de_lowest_kj_mol=0.0 homo_energy_ha=-0.545 smiles="CC[N+](=O)C(=O)N(O)C(=O)N=C=O" energy_ha=-734.1514
C -2.66 -0.86 -0.43
C -1.86 -0.07 0.48
N -0.67 0.42 -0.29
O -0.47 -0.10 -1.33
C 0.19 1.51 0.27
O -0.32 2.39 0.89
N 1.49 1.31 0.03
O 2.33 2.40 0.11
C 2.28 0.17 -0.19
O 3.38 0.27 -0.65
N 1.61 -0.98 0.14
C 1.81 -2.17 0.29
O 1.83 -3.23 0.64
H -2.72 -0.20 -1.32
H -2.13 -1.91 -0.59
H -3.54 -1.11 0.07
H -1.37 -0.67 1.18
H -2.27 0.80 0.98
H 3.10 2.02 -0.31


# 11
15
Properties=species:S:1:pos:R:3 method="wB97M-V/def2-TZVPD" charge=0 lumo_ha="-0.0244 / -0.0243" orbital_gap_ev="6.767 / 6.768" de_lowest_kj_mol=567.2 homo_energy_ha="-0.273 / -0.273" energy_ha=-412.9076
C 0.58 1.32 0.00
C 1.23 0.18 0.17
C -1.37 -0.78 -0.07
C -3.48 -0.42 0.06
C 2.18 -0.87 -0.01
N -0.73 1.60 -0.04
N -2.59 -1.37 0.01
N -1.56 0.54 -0.04
N -2.90 0.80 0.02
H 1.17 2.23 0.02
H -4.54 -0.55 0.11
H 2.94 -0.60 -0.75
H 2.67 -1.15 0.93
H 1.65 -1.74 -0.40
H -3.26 1.74 0.09


# 12
15
Properties=species:S:1:pos:R:3 method="wB97M-V/def2-TZVPD" charge=0 lumo_ha=0.0241 orbital_gap_ev=8.536 de_lowest_kj_mol=73.3 homo_energy_ha=-0.290 energy_ha=-413.0957
H -0.26 -0.23 -3.27
N 0.50 0.01 -2.55
C -0.08 -0.18 -1.44
C -1.43 -0.82 -1.00
N -1.47 -0.75 0.43
C -0.44 -0.12 0.91
N -0.05 0.36 2.04
C 1.21 0.97 1.78
C 1.60 0.78 0.42
N 0.51 0.07 -0.14
H -1.46 -1.86 -1.48
H -2.37 -0.22 -1.47
H -1.99 -1.29 1.09
H 1.86 1.06 2.75
H 2.61 0.92 -0.15


# 13
14
Properties=species:S:1:pos:R:3 method="wB97M-V/def2-TZVPD" charge=0 lumo_ha=0.0330 orbital_gap_ev=9.492 de_lowest_kj_mol=170.9 homo_energy_ha=-0.316 smiles="O=C1CC=CP1.C#N" energy_ha=-665.3712
O -0.97 2.23 0.43
C -0.62 1.13 0.14
C -0.91 -0.15 1.08
C -1.33 -1.25 0.11
C -0.79 -1.08 -1.11
P -0.08 0.54 -1.42
H -0.03 -0.34 1.68
H -1.70 0.19 1.75
H -2.05 -2.08 0.43
H -0.84 -1.89 -1.78
H -0.98 1.18 -2.16
C 3.46 0.55 0.31
N 2.82 -0.06 -0.43
H 4.02 1.04 0.97


# 14
13
Properties=species:S:1:pos:R:3 method="wB97M-V/def2-TZVPD" charge=0 lumo_ha=-0.0208 orbital_gap_ev=8.545 de_lowest_kj_mol=187.1 homo_energy_ha=-0.335 energy_ha=-590.1311
H 2.07 -2.52 -0.45
N 1.12 -2.57 -0.13
C 0.52 -1.49 -0.02
C -0.89 -1.37 0.20
C -1.27 -0.10 0.02
C -0.20 0.89 -0.15
C 0.94 -0.10 -0.23
P 2.47 0.46 0.13
H 1.98 1.73 0.00
H -1.45 -2.23 0.46
H -2.19 0.23 0.39
H -0.27 1.47 -1.10
H -0.08 1.71 0.56


# 15
13
Properties=species:S:1:pos:R:3 method="wB97M-V/def2-TZVPD" charge=+1 lumo_ha=-0.2156 orbital_gap_ev=7.267 de_lowest_kj_mol=412.3 homo_energy_ha=-0.483 smiles="CC1=C[N+]/1=C/C=S" energy_ha=-646.6103
C -0.06 -1.90 1.01
C 0.41 -0.55 0.94
C 1.17 0.48 1.39
N 0.31 0.61 0.21
C -0.01 1.42 -0.75
C -0.82 1.36 -1.99
S -1.21 -0.07 -2.76
H -0.23 -2.09 2.08
H 0.55 -2.61 0.59
H -0.83 -2.21 0.30
H 1.79 0.93 2.02
H 0.17 2.43 -0.58
H -1.24 2.20 -2.45


# 16
12
Properties=species:S:1:pos:R:3 method="wB97M-V/def2-TZVPD" charge=0 lumo_ha=0.0255 orbital_gap_ev=10.079 de_lowest_kj_mol=293.7 homo_energy_ha=-0.345 smiles="C#CC(=C)CO" energy_ha=-269.2344
C -1.97 -1.29 0.09
C -1.04 -0.50 -0.03
C -0.02 0.51 0.02
C -0.32 1.79 -0.18
C 1.33 -0.16 0.27
O 1.40 -1.48 -0.22
H -2.79 -2.03 0.03
H -1.42 1.98 -0.11
H 0.41 2.64 -0.16
H 1.35 -0.47 1.29
H 2.14 0.48 0.06
H 0.93 -1.46 -1.06


# 17
12
Properties=species:S:1:pos:R:3 method="wB97M-V/def2-TZVPD" charge=0 lumo_ha=0.0381 orbital_gap_ev=10.138 de_lowest_kj_mol=413.4 homo_energy_ha=-0.335 smiles=C#C[C@]1(C)CO1 energy_ha=-269.1888
C -1.86 -1.29 0.91
C -0.81 -0.89 0.47
C 0.25 -0.08 -0.10
C 0.96 0.86 0.95
C 0.00 0.01 -1.67
O 1.18 -0.45 -1.08
H -2.75 -1.73 1.29
H 0.65 0.65 1.98
H 0.82 1.92 0.76
H 2.05 0.67 0.92
H -0.21 1.03 -1.95
H -0.29 -0.71 -2.48


# 18
12
Properties=species:S:1:pos:R:3 method="wB97M-V/def2-TZVPD" charge=0 lumo_ha=0.0148 orbital_gap_ev=10.391 de_lowest_kj_mol=233.9 homo_energy_ha=-0.367 smiles="CC#CC(C)=O" energy_ha=-269.2571
C 2.61 -0.63 0.15
C 1.22 -0.40 0.20
C -0.04 -0.39 0.07
C -1.53 -0.29 0.03
C -2.15 1.05 -0.21
O -2.27 -1.18 0.37
H 3.11 -0.87 1.04
H 2.94 -1.44 -0.55
H 3.12 0.18 -0.20
H -2.37 0.96 -1.37
H -1.62 1.90 0.01
H -3.04 1.11 0.47